(1)
A molecular structure, C58H40N7NiO6, computed with ωB97M-V/def2-TZVPD.

Summary:
**M**: 989.69 g/mol
**Lowest unoccupied orbital energy**: 1.62 eV
**Net charge**: -1
**Orbital gap**: 5.2 eV

Element x y z (Å)
Ni 0.5352 0.9534 0.6745
C -5.8650 0.9590 4.7387
C -5.0737 2.0840 4.5588
C -3.9262 2.0105 3.7808
C -3.5543 0.8132 3.1742
C -4.3483 -0.3161 3.3709
C -5.4973 -0.2410 4.1439
C -2.3345 0.7616 2.3225
C -1.2949 -0.1400 2.6666
C -1.3133 -1.1190 3.6733
C -0.2410 -1.9635 3.4241
C 0.4053 -1.4535 2.2906
N -0.2095 -0.3448 1.8449
C 1.6332 -1.9827 1.6255
C 2.6704 -0.9103 1.5639
C 4.0345 -0.9683 1.8347
C 4.5493 0.2875 1.5343
C 3.4809 1.0548 1.0502
C 3.5634 2.3304 0.4151
C 4.8263 3.1088 0.4976
C 4.8036 4.3821 1.0668
C 5.9655 5.1308 1.1885
C 7.1745 4.6204 0.7398
C 7.2066 3.3637 0.1502
C 6.0446 2.6173 0.0288
C 2.5435 2.8428 -0.3317
N 1.2629 2.3101 -0.4298
C 0.6217 2.9836 -1.4116
C -0.7464 2.9168 -1.6830
C -1.2882 3.6510 -2.8562
C -0.9943 3.2338 -4.1542
C -1.4740 3.9217 -5.2600
C -2.2704 5.0448 -5.0907
C -2.5724 5.4769 -3.8062
C -2.0800 4.7917 -2.7051
C -1.6072 2.3326 -0.7443
C -3.0418 2.5451 -0.6791
C -3.4561 2.0745 0.5167
C -2.3122 1.4837 1.1624
N -1.1984 1.6587 0.3496
C 1.5268 3.9503 -2.0096
C 2.6795 3.8962 -1.3137
N 2.3192 0.3248 1.1118
C 2.0081 -3.2892 2.3045
C 2.7939 -3.3157 3.4484
C 3.0354 -4.5134 4.1114
C 2.4809 -5.6946 3.6470
C 1.6641 -5.6668 2.5235
C 1.4264 -4.4737 1.8641
H -6.7617 1.0152 5.3437
H -5.3476 3.0217 5.0267
H -3.3044 2.8852 3.6350
H -4.0566 -1.2608 2.9314
H -6.1046 -1.1270 4.2829
H -2.0581 -1.2168 4.4460
H 0.0410 -2.8443 3.9760
H 4.5908 -1.8388 2.1384
H 5.5780 0.5937 1.6166
H 3.8600 4.7753 1.4237
H 5.9240 6.1142 1.6404
H 8.0851 5.1962 0.8482
H 8.1407 2.9643 -0.2253
H 6.0704 1.6533 -0.4627
H -0.3866 2.3490 -4.2926
H -1.2280 3.5755 -6.2565
H -2.6510 5.5801 -5.9516
H -3.1840 6.3592 -3.6608
H -2.2960 5.1463 -1.7046
H -3.6379 3.0079 -1.4483
H -4.4563 2.0803 0.9217
H 1.2721 4.6078 -2.8257
H 3.5708 4.4844 -1.4641
H 3.1933 -2.3933 3.8451
H 3.6564 -4.5152 4.9989
H 2.6754 -6.6291 4.1585
H 1.2066 -6.5792 2.1614
H 0.7822 -4.4530 0.9951
O -6.4466 -4.7055 -1.7490
C -6.3918 -3.4511 -1.0699
N -5.9014 -3.6326 0.2523
C -4.6151 -3.4593 0.7039
O -4.3557 -3.5887 1.8828
C -3.5796 -3.0827 -0.3081
C -3.3092 -3.8710 -1.4181
C -2.3221 -3.4539 -2.2932
C -1.6730 -2.2546 -2.0359
N -1.9143 -1.4930 -0.9718
C -2.8368 -1.9194 -0.1169
H -6.5171 -4.5377 -2.6943
H -7.3955 -3.0215 -1.0137
H -5.7380 -2.7553 -1.5959
H -6.5261 -4.0121 0.9471
H -3.8571 -4.7904 -1.5839
H -2.0610 -4.0382 -3.1655
H -0.9197 -1.8905 -2.7251
H -3.0069 -1.3015 0.7568
O 3.1102 -3.4079 -0.3533
C 2.2480 -2.6127 -0.6261
O 1.2622 -2.2175 0.1905
C 2.2226 -1.9080 -1.9502
C 1.5212 -0.7225 -2.1260
C 1.6700 0.0146 -3.2938
C 2.4854 -0.4481 -4.3107
C 3.1443 -1.6554 -4.1285
C 3.0492 -2.3848 -2.9610
N 3.9987 -2.1636 -5.2148
O 4.5109 -3.2562 -5.0737
O 4.1415 -1.4630 -6.2000
H 0.8751 -0.3654 -1.3349
H 1.1615 0.9632 -3.3919
H 2.6260 0.1066 -5.2263
H 3.6103 -3.2967 -2.8218

Forces on atoms 1 to 2 (eV/Å):
0.1 0.2 0.3
0.0 0.0 0.0

(2)
A molecular structure, C58H42N6O2P2Pt, computed with ωB97M-V/def2-TZVPD.

Summary:
**Spin multiplicity**: 5
**M**: 1112.04 g/mol
**Lowest unoccupied orbital energy (spin up / spin down)**: -5.46 / -7.08 eV
**Net charge**: +2
**Orbital gap (spin up / spin down)**: 6.5 / 5.1 eV

Element x y z (Å)
Pt 0.3245 0.1507 -0.2895
C 3.2535 2.7358 -2.1247
C 1.9155 2.3673 -1.6901
N 1.5607 1.9162 -0.5085
C 2.5135 1.9162 0.5650
C 4.3917 3.1954 -0.0178
C 4.4284 2.8896 -1.3583
C 5.3189 2.9862 1.1496
C 4.2495 2.0640 2.9303
C 2.8054 1.6158 2.9945
C 1.9478 1.5446 1.9070
N 0.8096 0.8351 1.7940
C -0.0505 0.5046 2.8035
C -0.2009 1.2318 3.9739
C -1.1323 0.8339 4.9448
C -1.8983 -0.2861 4.7549
C -1.7767 -1.0526 3.5659
C -2.5134 -2.2377 3.3325
C -2.3018 -2.9407 2.1841
C -1.3778 -2.4437 1.2445
N -0.7038 -1.3313 1.4151
C -0.8748 -0.6454 2.5745
H 3.3677 2.7678 -3.2035
H 1.1334 2.6740 -3.5103
H 5.3750 2.7804 -1.8765
H 6.3436 3.3163 0.9993
H 4.6990 1.8815 3.9023
H 2.4714 1.1746 3.9257
H 0.3711 2.1406 4.1085
H -1.2465 1.4223 5.8447
H -2.6105 -0.5976 5.5087
H -3.2238 -2.5798 4.0752
H -2.8288 -3.8622 1.9794
H -1.1866 -2.9873 0.3280
O 2.5253 -0.1997 -3.0319
C 3.3976 -1.2323 -2.7789
C 4.1852 -1.8714 -3.7218
C 5.0742 -2.8513 -3.2989
C 5.1782 -3.1987 -1.9605
C 4.3548 -2.5836 -1.0336
C 3.4479 -1.6031 -1.4413
P 2.4171 -0.7877 -0.2106
C 3.3922 0.6486 0.3678
C 3.0605 3.4213 0.5709
C 3.2898 4.0877 1.8647
C 4.5354 3.5346 2.4020
C 5.1945 1.5282 1.7487
C 4.5903 0.4661 0.9124
C 2.3150 -2.0379 1.0961
C 1.7803 -3.2764 0.7354
C 1.5473 -4.2389 1.7033
C 1.8373 -3.9695 3.0365
C 2.3740 -2.7428 3.3961
C 2.6152 -1.7774 2.4260
C 1.7867 -0.1918 -4.1948
C 2.3715 0.0053 -5.4347
C 1.5785 -0.0426 -6.5715
C 0.2166 -0.2759 -6.4612
C -0.3630 -0.3906 -5.2084
C 0.4125 -0.3302 -4.0482
P -0.4882 -0.2475 -2.4486
C -1.7984 0.9479 -2.8953
C -2.9775 0.4520 -3.4624
C -3.9635 1.2986 -3.9398
C -3.7834 2.6692 -3.8638
C -2.6185 3.1697 -3.3104
C -1.6198 2.3333 -2.8217
C -1.3103 -1.8594 -2.3076
C -0.7158 -2.9988 -2.8466
C -1.3157 -4.2407 -2.6826
C -2.5199 -4.3462 -1.9991
C -3.1115 -3.2135 -1.4530
C -2.5005 -1.9767 -1.5871
H 4.1252 -1.6274 -4.7694
H 5.6980 -3.3428 -4.0338
H 5.8778 -3.9594 -1.6439
H 4.3941 -2.8904 0.0028
H 2.3728 3.9844 -0.0527
H 2.5971 4.7571 2.3498
H 5.0885 4.1399 3.1144
H 6.1470 1.2103 2.1633
H 5.0833 -0.4993 0.8414
H 1.5461 -3.4913 -0.3025
H 1.1417 -5.2015 1.4196
H 1.6591 -4.7234 3.7920
H 2.6161 -2.5395 4.4313
H 3.0463 -0.8269 2.7099
H 3.4282 0.2173 -5.5152
H 2.0309 0.1033 -7.5433
H -0.4015 -0.3360 -7.3462
H -1.4347 -0.5104 -5.1385
H -3.1345 -0.6126 -3.5502
H -4.8625 0.8836 -4.3752
H -4.5401 3.3452 -4.2387
H -2.4760 4.2422 -3.2455
H -0.3971 4.0286 -2.6169
H 0.2065 -2.9205 -3.4115
H -0.8553 -5.1212 -3.1109
H -3.0018 -5.3099 -1.8994
H -4.0506 -3.2935 -0.9206
H -2.9514 -1.0986 -1.1383
N -1.9399 2.8941 1.2786
C -1.3665 2.4443 0.1429
O -1.4846 1.1461 -0.0485
C -0.6899 3.2935 -0.7173
C -0.2887 4.5536 -0.2041
N 0.1096 5.5463 0.2342
C -0.4447 3.0338 -2.1722
N 0.8704 2.3770 -2.5788
H -2.4348 2.2352 1.8536
H -2.1023 3.8781 1.4155

Forces on atoms 1 to 2 (eV/Å):
-0.2 0.3 0.1
0.1 0.0 0.0

(3)
A molecular structure, C58H47N5NiO2S2 at a distorted geometry, computed with ωB97M-V/def2-TZVPD.

Summary:
**Spin multiplicity**: 3
**M**: 968.87 g/mol
**Lowest unoccupied orbital energy (spin up / spin down)**: -0.25 / -0.26 eV
**Orbital gap (spin up / spin down)**: 7.4 / 7.4 eV

Element x y z (Å)
Ni -1.3859 1.0722 1.2561
C -3.7706 1.1414 -2.3380
C -3.9072 2.4735 -2.7195
C -3.2005 3.4306 -2.0330
C -2.3502 3.0636 -0.9797
N -2.2076 1.7782 -0.6301
C -2.9331 0.8601 -1.2867
N -1.6947 4.1266 -0.3658
C -1.0479 4.0373 0.7409
N -0.7866 2.9545 1.5383
C 0.0183 3.3537 2.5838
N 0.5748 2.6790 3.5248
C 0.3236 1.3326 3.7914
C 1.1677 0.7102 4.7114
C 0.9134 -0.5863 5.0945
C -0.2038 -1.2380 4.5791
C -0.9761 -0.5691 3.6583
N -0.7103 0.6821 3.2466
C 0.2734 4.8147 2.4584
C 0.9902 5.6871 3.2518
C 1.0238 7.0216 2.8600
C 0.3550 7.4519 1.7114
C -0.3658 6.5587 0.9240
C -0.3862 5.2381 1.3264
H -4.3088 0.3412 -2.8269
H -4.5687 2.7549 -3.5291
H -3.2806 4.4842 -2.2579
H -2.8522 -0.1514 -0.9185
H 2.0148 1.2703 5.0810
H 1.5708 -1.0873 5.7937
H -0.4629 -2.2458 4.8709
H -1.8498 -1.0247 3.2062
H 1.4973 5.3376 4.1415
H 1.5715 7.7408 3.4555
H 0.4003 8.4968 1.4321
H -0.8989 6.8753 0.0371
C 6.0121 4.5192 0.5263
C 4.8319 3.5878 0.5935
C 3.5445 4.0424 0.3342
C 2.4592 3.1780 0.3902
C 2.6777 1.8478 0.7022
C 3.9476 1.3658 0.9840
C 5.0155 2.2427 0.9234
S 1.3227 0.6887 0.7909
O 1.7503 -0.3923 1.7129
C 1.4133 0.0687 -0.9066
C 1.1763 1.0375 -1.9165
C 1.2439 0.6839 -3.2238
C 1.5028 -0.6630 -3.5936
C 1.5213 -1.0549 -4.9546
C 1.6834 -2.3646 -5.2991
C 1.8320 -3.3445 -4.2927
C 1.8408 -2.9906 -2.9748
C 1.6918 -1.6338 -2.5872
C 1.6615 -1.2438 -1.2035
C 1.8191 -2.3111 -0.1623
C 3.0879 -2.9069 0.0663
C 4.2646 -2.4478 -0.5893
C 5.4669 -3.0461 -0.3593
C 5.5640 -4.1378 0.5388
C 4.4607 -4.5727 1.2069
C 3.1962 -3.9588 1.0039
C 2.0531 -4.3640 1.7324
C 0.8472 -3.7588 1.5330
C 0.7412 -2.7502 0.5601
S -0.8668 -1.9343 0.4186
O -1.7770 -2.6764 1.3360
C -1.2697 -2.5327 -1.2321
C -1.2157 -1.7252 -2.3511
C -1.6680 -2.2122 -3.5715
C -2.1816 -3.4967 -3.6811
C -2.7102 -4.0133 -4.9924
C -2.2121 -4.3024 -2.5390
C -1.7650 -3.8301 -1.3200
H 5.6958 5.5458 0.3484
H 6.6890 4.2287 -0.2792
H 6.5821 4.4944 1.4562
H 3.3804 5.0870 0.0976
H 1.4585 3.5483 0.2075
H 4.0788 0.3264 1.2593
H 6.0138 1.8809 1.1424
H 0.9507 2.0598 -1.6368
H 1.0846 1.4221 -4.0008
H 1.3931 -0.2943 -5.7156
H 1.6906 -2.6576 -6.3410
H 1.9369 -4.3854 -4.5702
H 1.9472 -3.7501 -2.2121
H 4.1967 -1.6025 -1.2626
H 6.3558 -2.6833 -0.8590
H 6.5218 -4.6149 0.7013
H 4.5312 -5.3933 1.9111
H 2.1533 -5.1556 2.4657
H -0.0377 -4.0323 2.0924
H -0.8227 -0.7181 -2.2856
H -1.6301 -1.5708 -4.4447
H -2.7238 -3.2306 -5.7497
H -3.7262 -4.3932 -4.8763
H -2.0956 -4.8353 -5.3644
H -2.6095 -5.3088 -2.6085
H -1.8121 -4.4453 -0.4303
C -5.2360 -1.9259 0.1815
C -5.3674 -1.1278 1.4892
C -5.3708 -2.1028 2.6739
C -6.6629 -0.3108 1.4716
C -4.2039 -0.2306 1.6000
C -3.1933 0.4412 1.6741
H -6.0598 -2.6393 0.0887
H -4.2914 -2.4779 0.1687
H -5.2608 -1.2561 -0.6816
H -6.1818 -2.8288 2.5680
H -5.5042 -1.5645 3.6134
H -4.4219 -2.6402 2.7155
H -7.5264 -0.9728 1.3613
H -6.6573 0.3958 0.6403
H -6.7746 0.2550 2.3974

Forces on atoms 1 to 2 (eV/Å):
-0.6 1.0 0.5
0.0 0.0 0.0

(4)
A molecular structure, C58H48AsN4O3P2Ti, computed with ωB97M-V/def2-TZVPD.

Summary:
**M**: 1033.78 g/mol
**Lowest unoccupied orbital energy**: -2.24 eV
**Net charge**: +1
**Orbital gap**: 7.0 eV

Element x y z (Å)
Ti 0.5811 -0.2966 -0.3013
N 0.8694 -1.3209 -1.9617
P 0.9485 -2.5969 -0.9608
C 2.5268 -3.3895 -0.6076
C 3.1641 -3.1216 0.6001
C 4.3701 -3.7361 0.9033
C 4.9398 -4.6237 0.0020
C 4.3014 -4.9084 -1.1992
C 3.0956 -4.2983 -1.5008
C -0.0996 -3.9361 -1.5760
C -0.7102 -3.8342 -2.8214
C -1.4384 -4.9032 -3.3275
C -1.5724 -6.0668 -2.5847
C -0.9814 -6.1631 -1.3302
C -0.2413 -5.1047 -0.8289
P 0.5440 1.8091 -1.6166
C -0.9417 1.7486 -2.6900
C -1.1558 2.7786 -3.6108
C -2.3080 2.8202 -4.3796
C -3.2845 1.8412 -4.2359
C -3.0884 0.8121 -3.3288
C -1.9234 0.7662 -2.5742
C 1.9173 1.6854 -2.8101
C 1.8271 1.0512 -4.0507
C 2.9365 0.9688 -4.8816
C 4.1508 1.5157 -4.4858
C 4.2494 2.1575 -3.2591
C 3.1402 2.2465 -2.4336
H 1.3444 -1.1028 -2.8294
H 2.7253 -2.4146 1.2951
H 4.8663 -3.5171 1.8397
H 5.8819 -5.1010 0.2377
H 4.7448 -5.6062 -1.8972
H 2.5932 -4.5234 -2.4347
H -0.6071 -2.9211 -3.3954
H -1.8923 -4.8284 -4.3075
H -2.1314 -6.9032 -2.9842
H -1.0851 -7.0703 -0.7490
H 0.2455 -5.1951 0.1357
H -0.4104 3.5578 -3.7212
H -2.4500 3.6256 -5.0888
H -4.1864 1.8794 -4.8327
H -3.8404 0.0395 -3.2122
H -1.7718 -0.0568 -1.8861
H 0.8781 0.6383 -4.3763
H 2.8503 0.4824 -5.8455
H 5.0126 1.4502 -5.1382
H 5.1898 2.5890 -2.9391
H 3.2217 2.7602 -1.4816
C 6.4102 5.6371 -4.2128
O 5.7940 5.4997 -2.9437
C 6.3801 4.6747 -2.0454
C 7.5580 3.9698 -2.2723
C 8.0661 3.1541 -1.2692
C 7.3865 2.9845 -0.0751
C 6.2206 3.7166 0.1588
C 5.7295 4.5585 -0.8154
N 8.0309 2.1378 0.8944
N 7.4253 1.2694 1.5368
C 6.0434 0.9612 1.2720
C 5.1198 1.1748 2.2535
C 3.7588 0.8858 2.0313
C 3.3599 0.3353 0.8463
O 2.0582 0.1084 0.5906
C 4.3144 0.0025 -0.1590
N 3.8682 -0.6210 -1.2768
C 4.7447 -0.9362 -2.1889
C 6.1265 -0.6663 -2.0801
C 6.5881 -0.0411 -0.9613
C 5.6708 0.3208 0.0564
H 5.7834 6.3192 -4.7789
H 6.4616 4.6765 -4.7324
H 7.4143 6.0574 -4.1218
H 8.0978 4.0653 -3.2028
H 9.0042 2.6328 -1.4146
H 5.7108 3.6519 1.1089
H 4.8370 5.1468 -0.6467
H 5.4354 1.6153 3.1906
H 3.0166 1.1175 2.7837
H 4.3680 -1.4386 -3.0752
H 6.7967 -0.9617 -2.8760
H 7.6422 0.1624 -0.8345
O -1.0147 -0.0958 0.6591
As -2.5322 -0.5080 1.2926
C -3.0771 -2.2480 0.7682
C -3.2895 -2.5219 -0.5811
C -3.7557 -3.7711 -0.9521
C -3.9992 -4.7367 0.0167
C -3.7799 -4.4617 1.3582
C -3.3192 -3.2108 1.7423
C -3.7362 0.7846 0.6064
C -5.0451 0.4335 0.2946
C -5.8902 1.3944 -0.2412
C -5.4213 2.6813 -0.4656
C -4.1109 3.0219 -0.1546
C -3.2590 2.0733 0.3850
C -2.3531 -0.4273 3.1810
C -3.4006 0.0532 3.9573
C -3.2634 0.0764 5.3377
C -2.0897 -0.3745 5.9247
C -1.0452 -0.8499 5.1414
C -1.1724 -0.8799 3.7620
H -3.1008 -1.7698 -1.3385
H -3.9223 -3.9941 -1.9967
H -4.3617 -5.7121 -0.2798
H -3.9708 -5.2174 2.1082
H -3.1552 -2.9903 2.7899
H -5.4020 -0.5775 0.4529
H -6.9103 1.1350 -0.4904
H -6.0809 3.4247 -0.8932
H -3.7478 4.0225 -0.3459
H -2.2275 2.3253 0.6014
H -4.3105 0.4176 3.4948
H -4.0696 0.4529 5.9524
H -1.9849 -0.3511 7.0012
H -0.1309 -1.1937 5.6059
H -0.3569 -1.2392 3.1454

Forces on atoms 1 to 2 (eV/Å):
0.4 0.4 -0.7
0.0 0.4 0.2

no.,electronic energy (eV)
1,-124556.6027
2,-95671.1077
3,-135168.2134
4,-175555.8396